A 2-piece molecular cluster, C2H8N2 overall at a distorted geometry. Source: the OMol25 dataset; level of theory: wB97M-V/def2-TZVPD.

The geometry in XYZ format:
```
12
Properties=species:S:1:pos:R:3:forces:R:3
C 1.221 -0.267 -1.839 1.2525 -3.1299 -1.1888
C 0.870 -0.335 -0.549 0.0899 1.0247 1.4529
N 0.706 0.716 0.418 -1.0099 2.1771 -1.5169
H 1.481 0.495 -2.586 -0.5508 0.3392 1.0854
H 1.537 -1.312 -2.291 -0.9222 2.0482 0.9555
H 0.824 -1.304 0.002 -0.0595 0.6742 -0.9174
H 0.584 1.731 -0.004 0.4317 -2.9465 0.9561
H -0.079 0.559 1.088 0.8646 -0.2043 -0.9110
N -2.086 -0.160 1.499 0.0399 -0.3018 4.4681
H -2.511 -1.095 1.645 0.4114 0.9683 -0.0112
H -2.417 0.185 0.649 -0.8485 1.0938 -1.1749
H -2.305 0.459 2.406 0.3008 -1.7430 -3.1977
```
Forces are in eV/Å.

Computed properties:
* LUMO level: 0.873 eV
* HOMO-LUMO gap: 9.0 eV
* ΔE to the lowest compared entry with this formula, charge and spin: 27.8 kcal/mol
* SMILES: C=CN.N
* charge: 0

Mulliken population analysis, charges in e, atoms 1 to 4: -0.66 0.01 -0.55 0.28

A single C6H11N3O molecule at a distorted geometry. Source: the OMol25 dataset; level of theory: wB97M-V/def2-TZVPD.

The geometry in XYZ format:
```
21
Properties=species:S:1:pos:R:3:forces:R:3
C -0.030 -0.214 -2.171 0.9423 -1.5791 -0.6254
C 1.368 -0.696 -0.430 -1.4159 0.4884 1.1688
C -0.456 0.541 -0.090 1.2975 -0.7416 3.5677
C -1.518 1.644 -2.092 0.9127 1.6969 -0.7072
C 1.150 -2.705 1.205 1.8927 0.4794 1.7327
C -0.442 1.488 2.167 0.5712 2.1551 -1.2884
N 0.946 -0.898 -1.638 -0.9384 -0.4673 -0.7131
N -0.737 0.651 -1.344 -0.6963 1.1529 -0.8997
N 1.638 -1.485 0.639 1.5108 2.3309 -1.3361
O -0.961 1.432 0.824 -0.3499 -0.3040 -1.2224
H -0.418 -0.369 -3.201 0.7266 0.2842 0.9252
H -1.945 2.445 -1.389 0.0550 -1.6727 -1.2232
H -0.819 2.201 -2.825 -0.7533 -0.7089 1.4058
H -2.129 1.065 -2.813 -0.6052 0.6832 0.9276
H 2.051 -3.237 1.654 -1.1976 0.1188 -0.8837
H 0.538 -2.457 2.052 -0.6793 0.0309 0.5301
H 0.583 -3.263 0.537 -0.6677 -1.1559 -1.2935
H -1.154 1.978 2.798 -0.8304 1.0356 -0.2848
H 0.448 2.157 2.086 -0.3546 -0.9210 0.5464
H -0.341 0.641 2.780 0.8808 -2.1129 -0.3430
H 2.228 -0.921 1.252 -0.3011 -0.7931 0.0162
```
Forces are in eV/Å.

Computed properties:
* LUMO level: 0.887 eV
* HOMO-LUMO gap: 7.5 eV
* ΔE to the lowest compared entry with this formula, charge and spin: 144.7 kcal/mol
* charge: 0

Mulliken population analysis, charges in e, atoms 1 to 4: 0.02 -0.16 -0.04 -0.89

C27H17IIrN4O2S2SbSe4 as an isolated structure. Source: the OMol25 dataset; level of theory: wB97M-V/def2-TZVPD.

The geometry in XYZ format:
```
59
Properties=species:S:1:pos:R:3:forces:R:3
Ir -0.327 -0.207 -0.088 -0.7273 0.3586 -0.3731
S 1.650 1.053 2.888 0.3397 -0.1872 -0.0492
C 0.606 2.427 2.953 -0.0337 0.0750 -0.0878
C -0.155 2.625 4.111 -0.0568 -0.0063 -0.0497
C -0.982 3.727 4.261 0.1552 -0.0222 -0.3537
C -1.804 3.831 5.423 -0.1847 0.0053 0.3589
N -2.472 3.873 6.358 0.0701 0.0328 -0.0602
C -1.043 4.693 3.244 0.1563 -0.2708 0.0614
C -0.320 4.489 2.076 -0.0849 0.0578 0.0153
C 0.476 3.366 1.911 -0.0343 -0.1614 0.0148
S 1.299 3.217 0.355 -0.0658 0.4143 0.1010
C -1.840 5.864 3.403 -0.1985 0.3034 -0.0076
N -2.460 6.824 3.538 0.0379 -0.0679 -0.0294
H -0.090 1.889 4.901 -0.0771 0.0138 0.0061
H -0.392 5.217 1.279 -0.0563 -0.0352 -0.0250
C -3.382 -1.064 -0.649 -0.0557 0.3023 -0.1356
N -1.991 -1.450 -0.481 0.4855 -0.2464 0.4380
C -1.648 -2.691 -0.540 -0.3117 0.1021 -0.0551
C -0.272 -3.003 -0.421 0.4571 -0.1950 -0.0276
C 0.447 -4.184 -0.286 -0.2876 0.0736 -0.0277
C 1.791 -3.814 -0.137 0.1381 0.1189 -0.0376
C 1.834 -2.428 -0.191 0.2055 -0.0680 -0.0428
N 0.596 -1.920 -0.368 -0.0987 -0.4587 0.0268
C -3.550 -0.148 -1.842 -0.0461 -0.0109 0.0070
C -3.781 1.212 -1.672 -0.1165 -0.0411 0.0100
C -3.949 2.036 -2.776 0.0015 -0.0046 -0.0335
C -3.880 1.511 -4.057 0.0010 0.0404 0.0103
C -3.633 0.157 -4.233 0.0267 -0.0497 -0.0613
C -3.468 -0.667 -3.131 -0.0143 -0.0010 0.0128
H -3.721 -0.548 0.252 0.0258 -0.0631 -0.0078
H -3.995 -1.962 -0.779 0.0237 -0.0116 0.0387
H -2.389 -3.476 -0.680 -0.0268 0.0318 -0.0301
H 0.031 -5.179 -0.274 0.0309 -0.0102 -0.0259
H 2.639 -4.466 -0.009 -0.0069 -0.0061 -0.0072
H 2.700 -1.787 -0.133 -0.0528 0.0404 0.0581
H -3.841 1.640 -0.679 0.0381 -0.0051 -0.0107
H -4.133 3.093 -2.626 0.0099 -0.0008 -0.0063
H -4.019 2.153 -4.918 0.0230 0.0040 0.0024
H -3.569 -0.257 -5.232 -0.0099 -0.0091 0.0087
H -3.278 -1.725 -3.273 0.0158 -0.0018 0.0111
I -4.069 -2.377 6.300 0.0712 0.1557 -0.2263
C -3.513 -1.153 4.673 -0.0657 -0.2214 0.2542
C -2.348 -1.431 3.981 0.0157 -0.0083 0.0068
C -1.979 -0.614 2.921 0.0667 0.0501 -0.0769
C -2.767 0.467 2.543 0.1519 0.1642 -0.0509
C -3.935 0.723 3.262 -0.0324 0.0011 0.0125
C -4.314 -0.079 4.325 -0.0379 0.0053 -0.0122
C -2.450 1.461 1.425 -0.1521 0.1271 -0.0646
O -3.176 2.441 1.340 0.0819 0.0420 -0.0178
O -1.470 1.276 0.596 -0.0028 -0.0276 0.3262
H -1.718 -2.264 4.263 -0.0093 0.0101 0.0125
H -1.052 -0.831 2.412 0.1360 0.0896 -0.1420
H -4.537 1.575 2.978 0.0416 -0.0066 0.0047
H -5.218 0.136 4.879 0.0073 0.0092 -0.0058
Se 6.271 1.109 1.758 -0.0243 -0.0632 -0.1447
Sb 5.011 0.210 -0.215 0.2697 -0.1818 -0.0319
Se 6.001 1.529 -2.113 0.0220 -0.0961 0.1478
Se 6.110 -2.052 -0.550 -0.0040 0.2808 0.0402
Se 1.683 1.088 0.077 -0.2313 -0.3704 0.3317
```
Forces are in eV/Å.

Computed properties:
* LUMO level (alpha / beta): 1.854 / -0.797 eV
* HOMO-LUMO gap (alpha / beta): 6.8 / 4.4 eV
* 2S+1: 6
* ΔE to the lowest compared entry with this formula, charge and spin: 30.2 kcal/mol
* charge: -1

Mulliken population analysis, charges in e, atoms 1 to 4: 0.94 -0.16 0.37 -0.76

C28H36Cl2LiN8O7 as an isolated structure at a distorted geometry. Source: the OMol25 dataset; level of theory: wB97M-V/def2-TZVPD.

The geometry in XYZ format:
```
82
Properties=species:S:1:pos:R:3:forces:R:3
Li 11.146 9.613 15.268 0.2535 0.1232 -0.1693
Cl 10.233 12.884 18.814 -0.0289 -0.0625 0.0678
C 11.644 11.878 18.592 -0.1102 0.6471 -0.1216
C 12.700 12.031 19.484 -0.3468 -0.6806 -0.0740
C 13.819 11.268 19.376 0.2115 0.1360 -0.0376
Cl 15.112 11.499 20.531 0.0696 -0.1055 0.1022
C 13.951 10.334 18.324 0.4890 -0.2881 0.6907
C 15.022 9.408 18.254 0.2874 -0.3854 -1.2153
C 15.088 8.551 17.167 -0.6096 0.4528 0.4989
C 14.016 8.560 16.230 -0.0361 0.4785 0.7091
N 12.975 9.372 16.318 0.6444 0.0466 0.6899
C 12.927 10.252 17.367 -0.6400 -0.1297 -0.7826
C 11.687 11.066 17.457 0.1732 -0.6521 -0.2138
O 10.752 10.950 16.616 0.2944 -0.2110 -0.1053
H 12.551 12.646 20.339 0.0736 0.6378 0.4249
H 15.809 9.383 19.006 -0.2903 0.1897 -0.1398
H 15.919 7.860 17.055 -0.2187 0.0386 -0.0265
H 13.986 7.839 15.436 0.0564 -0.1687 -0.4688
N 14.458 9.423 12.834 0.2468 -0.4334 -0.7402
C 13.630 8.837 11.799 0.3222 0.0931 -0.2052
C 14.485 8.455 10.546 0.1018 0.6144 0.9330
C 15.008 9.697 9.814 0.0427 -0.4838 0.6868
C 14.009 10.800 9.522 -0.6649 -0.6188 0.1794
N 12.646 10.304 9.213 0.2663 0.9274 0.2773
C 12.362 9.191 8.486 0.0567 0.0829 -0.1030
N 11.439 8.395 8.884 -0.2798 0.1207 0.7741
N 13.142 8.981 7.368 0.1823 -0.3746 -0.6052
C 12.872 7.604 12.263 0.0109 0.2049 -0.4533
O 11.958 7.155 11.403 -0.2771 0.0104 0.0384
O 13.107 7.017 13.282 0.1577 -0.3464 0.5207
H 13.930 10.133 13.304 -0.3199 0.5950 0.4336
H 14.655 8.691 13.495 0.1725 -0.1566 0.3495
H 12.859 9.567 11.532 0.1717 -0.1291 -0.0608
H 13.930 7.789 9.903 -0.1395 -0.1449 -0.3272
H 15.369 7.910 10.920 -0.3639 0.0157 -0.1098
H 15.478 9.385 8.904 0.2569 -0.2854 -0.6658
H 15.798 10.108 10.428 0.2005 0.3055 0.2062
H 14.437 11.391 8.726 -0.2012 0.4717 -0.3709
H 13.867 11.441 10.394 0.1039 0.0259 -0.0446
H 11.983 10.502 9.965 0.1922 -0.3486 -0.6492
H 11.812 7.786 10.658 -0.1459 -0.2285 -0.1347
H 11.229 7.658 8.239 -0.0778 -0.2906 -0.4410
H 13.506 9.768 6.847 -0.1751 -0.1003 0.3017
H 12.888 8.174 6.797 0.1413 0.5542 0.3654
C 6.644 7.529 17.252 -0.2902 0.3063 0.1851
C 7.047 6.929 15.907 1.3631 -0.6422 -0.0430
N 8.361 7.418 15.415 -0.6986 0.0335 0.2311
C 8.308 8.614 14.558 -0.3441 -0.5271 0.0577
C 8.545 8.232 13.087 -0.9506 0.4343 0.4010
C 9.570 6.969 15.868 0.9503 0.0137 -0.2427
C 9.628 5.596 16.505 -0.5749 -0.4979 -0.4347
N 10.651 7.642 15.629 -0.5122 -0.3269 0.0676
H 5.667 7.176 17.569 -0.2747 -0.2845 -0.0835
H 6.544 8.619 17.231 0.2727 -0.0789 -0.2365
H 7.324 7.284 18.073 0.1874 -0.0389 -0.3125
H 6.319 7.127 15.116 0.0309 0.1305 0.1905
H 7.117 5.826 15.973 -0.1769 0.4499 0.1231
H 9.018 9.331 14.935 0.1348 0.3683 -0.1544
H 7.305 9.035 14.718 0.2992 0.0515 -0.2415
H 9.539 7.866 12.943 0.6811 -0.2542 -0.0410
H 8.397 9.085 12.417 0.0349 -0.0187 0.2068
H 7.822 7.458 12.806 0.0953 0.0127 -0.0111
H 8.944 5.483 17.350 -0.0671 0.0047 -0.1653
H 10.620 5.345 16.867 0.1678 0.2816 -0.0619
H 9.374 4.843 15.723 -0.0036 0.4046 0.5767
H 11.502 7.142 15.910 -0.6112 0.1857 -0.0629
O 12.614 11.764 13.264 -0.9507 -0.3239 -0.5066
C 11.508 11.272 12.945 0.1344 -0.6804 0.8999
O 10.965 10.209 13.412 0.5258 1.0404 -0.5943
C 10.703 12.000 11.859 0.0467 -0.2179 -0.4379
C 9.920 11.294 10.931 0.2407 -0.8159 1.4272
C 9.257 11.928 9.928 -0.3627 1.4243 -0.6342
C 9.353 13.337 9.859 0.0783 -1.2492 0.0141
C 10.110 14.078 10.758 -0.4250 -0.4132 -0.8648
C 10.803 13.373 11.724 0.9042 0.6782 0.8876
N 8.610 14.005 8.789 -0.3888 -1.0669 0.4250
O 8.023 13.297 7.981 0.2407 0.4384 -0.0349
O 8.561 15.207 8.822 -0.0247 1.0035 -0.3737
H 9.789 10.224 11.090 0.2084 0.1626 -0.1739
H 8.643 11.387 9.216 0.1313 0.1438 0.0854
H 10.155 15.148 10.610 0.1133 -0.0160 0.2766
H 11.483 13.898 12.414 -0.4390 -0.2632 -0.3284
```
Forces are in eV/Å.

Computed properties:
* LUMO level: 1.675 eV
* HOMO-LUMO gap: 5.9 eV
* ΔE to the lowest compared entry with this formula, charge and spin: 0.0 kcal/mol
* charge: -1

Mulliken population analysis, charges in e, atoms 1 to 4: 0.73 -0.27 0.34 -0.70

Which formula does entry 1 have?
C2H8N2

What is the charge in the fourth record?
-1

What is the ΔE to the lowest compared entry with this formula, charge and spin in the first record?
27.8 kcal/mol

Among the records above, which one has the highest ΔE to the lowest compared entry with this formula, charge and spin?
C6H11N3O